{"formula": "C38H66BNO9P2S", "method": "ωB97M-V/def2-TZVPD", "species": ["C", "C", "B", "O", "C", "C", "C", "C", "C", "C", "C", "C", "C", "C", "O", "C", "O", "C", "C", "C", "C", "P", "O", "O", "S", "C", "C", "C", "C", "N", "C", "P", "C", "C", "C", "C", "O", "H", "H", "H", "H", "H", "H", "H", "H", "H", "H", "H", "H", "H", "H", "H", "H", "H", "H", "H", "H", "H", "H", "H", "H", "H", "H", "H", "H", "H", "H", "H", "H", "H", "H", "H", "H", "C", "C", "O", "C", "C", "H", "H", "H", "H", "H", "H", "H", "H", "H", "H", "C", "C", "O", "C", "C", "H", "H", "H", "H", "H", "H", "H", "H", "H", "H", "C", "C", "O", "C", "C", "H", "H", "H", "H", "H", "H", "H", "H", "H", "H"], "coordinates": [[7.3566, -2.5047, 2.0071], [8.5502, -1.4399, 2.3441], [7.9405, 0.0441, 2.7267], [8.6289, 1.2514, 2.3908], [6.4683, -0.0107, 3.4717], [6.4506, -0.8630, 4.7654], [5.1098, -1.0181, 5.5150], [3.8738, -0.2898, 4.9645], [3.8668, 0.6187, 3.6719], [5.1910, 0.7302, 2.9031], [5.3966, 1.5486, 1.5925], [4.2094, 2.1721, 0.7793], [4.7783, 2.6572, -0.6767], [3.5269, 3.4039, -1.3882], [2.7605, 2.4455, -2.1723], [2.4924, 1.3068, 3.3368], [2.2432, 2.4753, 2.9861], [1.1857, 0.4201, 3.7134], [1.1885, -0.5335, 4.9623], [0.0103, -1.4133, 5.4115], [-1.3012, -1.3759, 4.5712], [-2.7343, -2.4709, 5.1238], [-2.1883, -3.7075, 6.1962], [-3.3349, -3.3057, 3.7290], [-4.2416, -1.4750, 5.8524], [-1.3401, -0.4178, 3.3552], [-2.7160, -0.3730, 2.5084], [-2.4292, -1.2972, 1.1886], [-3.6960, -1.2823, 0.1526], [-4.5701, -2.4338, 0.5597], [-0.1260, 0.4965, 2.9087], [-0.4700, 1.6210, 1.4280], [0.9549, 1.6066, 0.1693], [-0.5997, 3.4251, 2.0919], [-1.3595, 3.3190, 3.4986], [2.5241, -0.5239, 5.8257], [2.6001, -0.6447, 7.0700], [6.5693, -2.0030, 1.3279], [6.8674, -2.9183, 2.9636], [7.7527, -3.4301, 1.4470], [9.1963, -1.4110, 1.4001], [9.1185, -1.8830, 3.2505], [8.2304, 2.0421, 2.8118], [7.4129, -1.3707, 5.1430], [5.0948, -1.6475, 6.4606], [5.9546, 0.8617, 0.8379], [6.1667, 2.3883, 1.8102], [3.8239, 3.1253, 1.2595], [3.4402, 1.3694, 0.5571], [5.6698, 3.3661, -0.5823], [4.9879, 1.6979, -1.2538], [3.8774, 4.2852, -2.0326], [2.7850, 3.8501, -0.6176], [2.7165, 1.5832, -1.6909], [0.1053, -2.0664, 6.3462], [-1.2889, -3.9315, 5.8345], [-2.6630, -4.0003, 3.5008], [-3.5930, -0.8696, 3.0485], [-3.0193, 0.6852, 2.2086], [-2.1661, -2.3775, 1.4989], [-1.5417, -0.8924, 0.5789], [-4.1992, -0.2587, 0.2232], [-3.3373, -1.4868, -0.9280], [-5.4704, -2.3813, 0.0417], [-4.7364, -2.3481, 1.5794], [1.5113, 0.6069, 0.1981], [0.5837, 1.7623, -0.9145], [1.6568, 2.4730, 0.4081], [-1.2897, 4.0215, 1.3794], [0.3937, 3.9755, 2.1014], [-0.7171, 3.0011, 4.3815], [-2.1774, 2.5087, 3.3672], [-1.9352, 4.2963, 3.6906], [1.3409, 4.4931, -4.2685], [1.2652, 3.0189, -4.6282], [0.0397, 2.6489, -5.2528], [-0.2667, 3.3009, -6.4781], [0.7697, 3.0693, -7.5641], [0.5128, 4.7684, -3.6076], [2.2838, 4.7128, -3.7619], [1.2805, 5.1324, -5.1512], [1.3371, 2.4320, -3.7142], [2.1134, 2.7217, -5.2529], [-0.4259, 4.3710, -6.3066], [-1.2260, 2.8961, -6.8130], [1.7497, 3.4609, -7.2849], [0.4640, 3.5598, -8.4917], [0.8880, 1.9992, -7.7567], [-3.0029, 3.2336, -3.0149], [-2.6336, 1.7718, -2.8251], [-3.7153, 0.8791, -3.0267], [-4.3220, 0.8915, -4.3119], [-3.3631, 0.5437, -5.4377], [-3.8192, 3.5122, -2.3409], [-2.1411, 3.8737, -2.8081], [-3.3351, 3.4416, -4.0334], [-2.3041, 1.6230, -1.7958], [-1.7886, 1.4948, -3.4632], [-4.8071, 1.8570, -4.4909], [-5.1208, 0.1452, -4.2846], [-2.5448, 1.2626, -5.5155], [-3.8905, 0.5303, -6.3951], [-2.9182, -0.4411, -5.2696], [-4.6109, -5.3828, -1.9093], [-5.5661, -5.6415, -0.7564], [-6.9098, -5.2702, -1.0386], [-7.5305, -5.9317, -2.1328], [-7.6054, -7.4397, -1.9664], [-4.6312, -4.3258, -2.1922], [-3.5903, -5.6519, -1.6253], [-4.8740, -5.9634, -2.7955], [-5.2508, -5.0422, 0.1006], [-5.5217, -6.6870, -0.4349], [-7.0303, -5.6627, -3.0693], [-8.5463, -5.5327, -2.2000], [-6.6150, -7.8940, -1.9000], [-8.1251, -7.8902, -2.8159], [-8.1449, -7.6962, -1.0503]], "forces_ev_per_angstrom": [[0.102, -0.156, -0.082], [-0.670, -0.667, -0.279], [0.014, 0.216, -0.371], [-1.373, -1.631, 1.086], [-2.010, -0.143, 1.932], [-3.440, 1.871, -1.577], [0.606, 2.286, -3.064], [1.574, -0.320, -0.407], [2.779, -1.863, 1.149], [-0.343, -1.469, 3.059], [1.271, -0.018, -0.551], [1.444, 0.453, -0.927], [-1.793, 0.071, 0.833], [0.220, -0.135, 0.639], [0.892, 0.023, 0.703], [-1.752, 0.836, 0.909], [1.539, -3.307, 0.686], [-2.757, -2.483, 1.068], [-1.134, 0.085, -0.663], [-0.177, 2.313, -3.034], [4.072, 1.542, -0.499], [-2.007, -0.514, -0.314], [0.930, 2.120, -2.951], [2.572, 0.269, 2.181], [1.178, -0.616, -0.298], [0.611, -0.018, 1.183], [1.076, -1.184, -0.685], [-0.241, 0.671, -1.035], [1.079, -0.678, 0.666], [-0.265, 1.098, -0.163], [1.045, -1.928, 3.182], [-0.797, 0.444, -0.600], [0.601, 0.332, -0.092], [-0.145, 0.172, 0.229], [-0.904, -0.035, -0.606], [0.602, 0.385, 0.903], [-0.587, 0.016, -4.059], [1.073, -0.884, 1.191], [0.568, 0.892, -1.526], [-0.411, 1.526, 0.778], [-0.469, 0.106, 1.592], [-0.516, 0.835, -1.562], [0.202, -0.733, -0.424], [-1.782, 0.893, -0.712], [-0.381, 1.070, -1.423], [-0.792, 0.926, 1.319], [-1.270, -1.274, -0.269], [0.054, -1.631, -0.312], [0.760, 1.271, 0.624], [-1.120, -1.202, -0.114], [0.187, 1.520, 0.406], [-0.600, -1.595, 0.527], [1.460, -0.551, -0.938], [0.177, 1.219, -0.390], [-0.062, 1.199, -1.496], [-0.863, -0.154, 0.733], [-0.893, 0.669, -0.051], [1.441, 0.878, -0.374], [0.646, -1.510, 0.390], [-0.612, 1.717, -0.465], [-1.146, -0.423, 1.222], [0.645, -1.244, -0.269], [-0.542, 0.573, 1.776], [0.756, -0.084, 0.794], [-0.230, -0.172, -0.953], [-0.735, 1.343, 0.055], [0.174, -0.278, 1.926], [-0.849, -1.379, -0.328], [1.063, -1.252, 0.929], [-1.161, -0.782, 0.329], [-0.698, 0.611, -1.259], [1.234, 1.264, 0.352], [1.097, -1.440, -0.001], [-0.104, 0.074, -0.057], [-0.142, -0.015, 0.002], [-0.211, -0.057, -0.074], [0.070, -0.031, 0.040], [0.125, -0.058, -0.022], [0.098, -0.047, -0.016], [-0.094, -0.063, -0.030], [0.082, 0.012, 0.007], [-0.222, 0.026, -0.290], [0.041, 0.071, -0.043], [0.068, 0.037, -0.043], [0.060, -0.053, 0.188], [-0.056, 0.069, -0.042], [-0.001, -0.041, 0.068], [-0.052, 0.085, 0.004], [-0.137, 0.048, -0.021], [0.159, 0.127, -0.114], [-0.281, -0.257, 0.123], [0.108, 0.010, -0.011], [0.158, 0.018, -0.033], [0.102, -0.030, -0.021], [-0.043, -0.077, -0.010], [0.106, 0.021, -0.022], [-0.129, -0.153, 0.076], [0.012, 0.121, -0.104], [0.055, 0.041, -0.064], [0.100, 0.050, 0.213], [-0.041, 0.016, -0.014], [0.001, -0.019, 0.073], [-0.069, 0.064, -0.017], [-0.057, 0.042, -0.137], [0.096, 0.015, -0.006], [-0.130, 0.118, 0.061], [0.057, -0.023, 0.057], [0.047, -0.107, 0.087], [0.044, -0.088, 0.104], [-0.084, 0.061, 0.017], [0.058, -0.067, 0.027], [-0.204, 0.060, -0.096], [0.013, -0.082, -0.093], [0.037, -0.082, -0.024], [0.143, 0.102, 0.149], [-0.030, 0.007, -0.096], [0.021, 0.049, 0.058], [0.009, 0.042, -0.091]], "total_energy_ev": -90474.6770, "homo_lumo_gap_ev": 6.66, "total_charge": 0}

=====

{"formula": "C29H62O22S7", "method": "ωB97M-V/def2-TZVPD", "species": ["C", "C", "O", "C", "O", "O", "H", "H", "H", "H", "C", "C", "O", "C", "O", "O", "H", "H", "H", "H", "C", "C", "O", "C", "O", "O", "H", "H", "H", "H", "C", "C", "O", "C", "O", "O", "H", "H", "H", "H", "C", "C", "O", "C", "O", "O", "H", "H", "H", "H", "C", "S", "O", "C", "H", "H", "H", "H", "H", "H", "C", "S", "O", "C", "H", "H", "H", "H", "H", "H", "C", "S", "O", "C", "H", "H", "H", "H", "H", "H", "C", "S", "O", "C", "H", "H", "H", "H", "H", "H", "C", "S", "O", "C", "H", "H", "H", "H", "H", "H", "C", "S", "O", "C", "H", "H", "H", "H", "H", "H", "C", "S", "O", "C", "H", "H", "H", "H", "H", "H"], "coordinates": [[-21.7547, 1.4588, 0.3894], [-21.5436, 0.0357, 0.8887], [-20.2228, -0.1736, 0.5373], [-19.8348, 0.6700, -0.5199], [-18.8113, 0.5518, -1.1703], [-20.8769, 1.6294, -0.6515], [-21.8125, 2.1782, 1.2063], [-22.7215, 1.3830, -0.1083], [-22.2975, -0.6323, 0.4723], [-21.6004, 0.1553, 1.9706], [-20.7391, -7.8158, -3.6390], [-21.6598, -8.6784, -4.4175], [-20.7294, -9.3205, -5.2007], [-19.5668, -8.7887, -5.1672], [-18.5393, -9.1943, -5.7751], [-19.5836, -7.7147, -4.4193], [-20.4822, -8.3349, -2.7156], [-21.1743, -6.8798, -3.2890], [-22.2125, -8.1304, -5.1806], [-22.3080, -9.3882, -3.9037], [-27.9352, -12.1752, -6.5497], [-28.7301, -13.2385, -7.1105], [-27.7020, -14.0924, -7.6151], [-26.5456, -13.8846, -6.9531], [-25.6130, -14.6735, -6.9107], [-26.6634, -12.7371, -6.2002], [-28.3665, -11.7185, -5.6590], [-27.8455, -11.3588, -7.2663], [-29.4124, -12.8585, -7.8709], [-29.2076, -13.9624, -6.4502], [-22.3710, 7.4366, -3.1327], [-21.0352, 8.0806, -3.5346], [-21.2034, 8.0317, -4.9187], [-21.9412, 6.9138, -5.2423], [-22.0570, 6.3733, -6.3133], [-22.6329, 6.5398, -4.1307], [-23.1782, 8.1649, -3.0553], [-22.3394, 6.9133, -2.1771], [-20.1897, 7.5347, -3.1159], [-20.8181, 9.0649, -3.1199], [-27.2230, 1.0681, -12.1800], [-28.0749, 0.7021, -13.4317], [-29.3903, 0.7062, -12.9100], [-29.4199, 1.1595, -11.6704], [-30.4521, 1.3099, -11.0371], [-28.1565, 1.5236, -11.2644], [-26.5275, 1.8194, -12.5541], [-26.7392, 0.1649, -11.8084], [-27.8554, -0.3051, -13.7858], [-27.8252, 1.4847, -14.1482], [-25.3748, -1.2446, -5.0128], [-25.5688, -2.4470, -6.4120], [-24.3659, -3.3223, -6.1289], [-26.8861, -3.4219, -5.5537], [-24.6206, -0.4743, -5.1740], [-24.9839, -1.8599, -4.2025], [-26.2951, -0.7099, -4.7776], [-26.5072, -3.9795, -4.6972], [-27.3371, -4.1224, -6.2566], [-27.6891, -2.8851, -5.0486], [-17.6856, -2.1754, -8.0731], [-16.7936, -3.1953, -9.3393], [-16.3986, -2.2784, -10.5414], [-15.3219, -3.5099, -8.3574], [-17.1373, -1.2741, -7.7988], [-17.9259, -2.6888, -7.1421], [-18.6919, -1.9317, -8.4135], [-14.6740, -4.1800, -8.9225], [-15.6903, -3.9139, -7.4145], [-14.8938, -2.5318, -8.1380], [-28.5430, 4.9783, 2.3741], [-29.1324, 4.4998, 0.6920], [-28.9480, 2.9906, 0.6390], [-30.8605, 4.7899, 1.0531], [-29.1975, 4.7175, 3.2058], [-28.5555, 6.0633, 2.4777], [-27.6721, 4.4056, 2.6928], [-30.9175, 5.6466, 1.7247], [-31.1517, 3.8944, 1.6020], [-31.3483, 5.0170, 0.1052], [-34.1705, -4.6400, -9.4203], [-33.3465, -5.3674, -10.9657], [-32.7444, -6.7409, -10.6549], [-34.6287, -5.5257, -12.2484], [-33.5628, -4.6536, -8.5155], [-35.1071, -5.1425, -9.1785], [-34.4393, -3.6671, -9.8316], [-35.3554, -6.3200, -12.0779], [-34.1962, -5.7425, -13.2252], [-35.2743, -4.6616, -12.0916], [-36.3671, 0.9526, -2.4173], [-35.7295, 0.0086, -3.8174], [-36.4264, 0.6050, -4.9964], [-34.0417, 0.7590, -3.7249], [-37.2327, 0.4389, -1.9990], [-36.8112, 1.9271, -2.6202], [-35.6317, 1.0642, -1.6205], [-33.4587, 0.2042, -4.4601], [-33.5381, 0.6056, -2.7704], [-34.1334, 1.8243, -3.9364], [-24.9036, -8.5081, -11.4093], [-26.3227, -7.6524, -12.2646], [-25.6261, -6.6387, -13.1677], [-26.8654, -9.1830, -13.1344], [-25.1949, -9.3634, -10.7997], [-24.4070, -7.7791, -10.7689], [-24.1867, -8.7831, -12.1829], [-27.4225, -9.9083, -12.5414], [-26.0371, -9.6901, -13.6291], [-27.5547, -8.9579, -13.9482], [-31.9948, -5.0827, 0.6043], [-33.2384, -5.0615, 2.0047], [-34.4240, -4.5113, 1.1455], [-33.4849, -6.8753, 2.1947], [-32.3342, -5.9144, -0.0132], [-30.9825, -5.2897, 0.9515], [-32.0269, -4.1406, 0.0569], [-33.6873, -7.4346, 1.2813], [-34.3313, -6.9976, 2.8706], [-32.7728, -7.3871, 2.8421]], "forces_ev_per_angstrom": [[-3.295, -1.144, -0.286], [-0.351, 1.951, 1.212], [2.040, -0.321, -1.831], [0.528, -0.331, -0.228], [-3.270, 0.675, 1.894], [3.596, -0.654, -0.755], [0.748, 0.425, -0.401], [-0.407, 0.854, 0.321], [0.541, -0.462, -0.001], [-0.137, -0.991, 0.075], [-0.959, 0.570, 2.932], [-1.194, 1.085, -1.129], [-0.587, -4.134, -1.697], [6.075, -1.367, -3.221], [-3.830, 1.348, 2.057], [0.404, 1.789, 0.787], [0.249, -0.151, 0.177], [0.344, 0.302, -0.641], [-0.770, 0.405, 0.533], [0.272, 0.173, 0.186], [0.549, 2.585, 1.801], [-0.548, -2.275, -0.431], [0.882, -0.475, -1.509], [1.330, -1.673, 1.092], [-2.069, 2.297, -0.371], [-0.145, -0.648, -0.914], [0.056, -0.140, 0.124], [0.524, -0.048, -0.167], [0.126, -0.459, -0.167], [-0.719, 0.849, 0.538], [0.358, 1.307, 2.613], [-0.761, -0.266, 1.749], [0.825, -0.594, -1.753], [-0.736, -0.355, -0.995], [0.616, 1.237, 1.729], [0.149, -1.149, -1.754], [-0.041, 0.223, -0.181], [0.159, -0.045, -0.024], [0.184, -0.767, -0.737], [-0.753, 0.403, -0.650], [0.352, -1.256, -1.833], [1.144, -0.210, 1.018], [-0.284, -0.246, -1.161], [-1.879, 1.337, 1.683], [2.570, -0.393, -0.969], [-1.395, 0.314, 0.854], [0.187, 0.123, 0.970], [0.344, 0.280, 0.227], [-0.011, 0.265, -0.284], [-1.021, -0.233, -0.497], [-0.160, 0.274, -0.283], [0.866, -0.897, 2.857], [-0.505, 0.490, -1.138], [-0.735, 0.019, 0.221], [0.088, -0.220, -0.657], [-0.391, -0.104, 0.048], [-0.134, -0.289, 0.100], [0.943, -0.075, -0.397], [0.162, 0.073, -0.084], [-0.132, 0.722, -0.665], [-0.176, 0.017, 0.087], [-0.196, 1.667, -1.828], [-0.683, -1.613, 2.710], [-0.537, 0.693, 0.146], [0.099, 0.031, -0.365], [0.582, -0.636, -0.045], [0.287, 0.208, -0.666], [-0.010, 0.154, 0.243], [0.223, -0.401, -0.083], [0.403, -0.128, -0.199], [-0.737, -0.094, 0.652], [1.046, -1.646, 1.267], [-0.299, 1.511, -0.210], [0.333, 0.378, 0.161], [-0.914, -0.531, -0.444], [0.914, 0.076, -0.361], [0.598, 0.616, -0.820], [-0.153, 0.095, -0.157], [-0.435, 0.003, -0.359], [-0.351, -0.413, 0.270], [-1.205, -0.798, -1.698], [2.043, -1.297, 0.901], [-1.224, 1.565, -0.327], [-1.311, -0.515, 1.484], [0.498, 0.148, -0.651], [-0.005, -0.240, -0.094], [0.230, 0.336, 0.612], [0.336, -0.521, 0.435], [0.246, 0.760, 0.211], [0.401, 0.560, -0.863], [-0.759, -0.141, 1.172], [0.070, 1.468, 0.250], [0.459, -0.458, 0.073], [-0.278, -0.559, -0.301], [0.141, -0.489, 0.017], [0.615, 0.139, -0.856], [0.067, -0.154, -0.077], [0.018, 0.403, -0.249], [-0.384, -0.098, 0.177], [0.051, -0.121, -0.203], [-0.229, 0.571, -0.203], [1.391, 0.146, 0.038], [-1.102, -1.746, 0.697], [0.049, 0.016, -1.201], [-0.235, 0.006, -0.203], [-0.236, 0.134, -0.033], [-0.176, -0.131, -0.086], [0.297, 0.337, 0.679], [0.268, 0.077, 0.247], [-0.028, 0.604, 0.064], [0.006, -0.850, 0.956], [-1.387, 0.697, -3.252], [1.602, -1.165, 2.149], [-0.439, -0.056, 0.828], [0.031, 0.225, -0.173], [0.015, 0.020, 0.093], [-0.302, -0.057, 0.379], [0.167, 0.359, -0.107], [-0.619, 0.485, -0.374], [0.927, 0.351, -0.500]], "total_energy_ev": -151957.9904, "relative_energy_kj_mol": 634.2, "homo_lumo_gap_ev": 8.58, "total_charge": 0}

=====

no.,LUMO energy (eV)
1,-1.56
2,0.00